{
  "formula": "C2H2ClFO2",
  "method": "wB97M-V/def2-TZVPD",
  "lumo_ev": 0.540,
  "smiles": "O=C(O)[C@H](F)Cl",
  "largest_force_ev_per_a": 2.2,
  "relative_energy_kj_mol": 22.9,
  "homo_energy_ev": -11.209,
  "species": ["C", "C", "H", "H", "O", "O", "F", "Cl"],
  "positions_angstrom": [[-0.99, -0.48, 0.28], [0.01, 0.41, -0.53], [0.17, -1.86, -0.11], [-0.57, 1.28, -0.89], [-0.56, -1.72, 0.55], [-2.10, -0.13, 0.59], [0.44, -0.23, -1.63], [1.38, 1.05, 0.47]],
  "mulliken_charge": [0.573, 0.068, 0.350, 0.250, -0.419, -0.480, -0.212, -0.130]
}

=====

{
  "formula": "C2H3F2N3O4",
  "method": "wB97M-V/def2-TZVPD",
  "lumo_ev": -0.786,
  "smiles": "CC(N(F)F)([N+](=O)[O-])[N+](=O)[O-]",
  "largest_force_ev_per_a": 4.9,
  "relative_energy_kj_mol": 384.1,
  "homo_energy_ev": -11.858,
  "species": ["C", "C", "N", "N", "N", "O", "O", "O", "O", "F", "F", "H", "H", "H"],
  "positions_angstrom": [[1.37, 0.07, 0.10], [-0.14, 0.02, 0.03], [-0.79, 1.26, 0.37], [-0.64, -0.36, -1.47], [-0.72, -1.14, 1.05], [0.27, -0.76, -2.13], [0.03, -2.02, 1.16], [-1.80, -0.22, -1.69], [-1.81, -1.00, 1.41], [-0.38, 1.72, 1.60], [-0.22, 2.23, -0.58], [1.56, 0.92, 0.78], [1.58, -0.96, 0.28], [1.71, 0.25, -0.92]],
  "mulliken_charge": [-1.253, 0.815, -0.119, 0.981, 1.009, -0.580, -0.585, -0.535, -0.538, -0.144, -0.216, 0.392, 0.415, 0.358]
}

=====

{
  "formula": "C2",
  "method": "wB97M-V/def2-TZVPD",
  "lumo_ev": -4.732,
  "largest_force_ev_per_a": 0.1,
  "relative_energy_kj_mol": 0.0,
  "homo_energy_ev": -11.614,
  "species": ["C", "C"],
  "positions_angstrom": [[0.00, 0.00, 0.62], [0.00, 0.00, -0.62]],
  "mulliken_charge": [0.000, 0.000]
}

=====

{
  "formula": "C65H41BrO13",
  "method": "wB97M-V/def2-TZVPD",
  "lumo_ev": -1.535,
  "smiles": "O=C(O)CC1=C(CCCBr)C(=O)OC1=O.O=C1c2ccccc2C(=O)c2ccccc21.O=C1c2ccccc2C(=O)c2ccccc21.O=C1c2ccccc2C(=O)c2ccccc21.O=C1c2ccccc2C(=O)c2ccccc21",
  "largest_force_ev_per_a": 9.6,
  "homo_energy_ev": -9.499,
  "species": ["O", "C", "O", "C", "C", "C", "C", "C", "C", "Br", "C", "O", "O", "C", "O", "H", "H", "H", "H", "H", "H", "H", "H", "H", "C", "C", "C", "C", "C", "C", "C", "O", "C", "C", "C", "C", "C", "C", "C", "O", "H", "H", "H", "H", "H", "H", "H", "H", "C", "C", "C", "C", "C", "C", "C", "O", "C", "C", "C", "C", "C", "C", "C", "O", "H", "H", "H", "H", "H", "H", "H", "H", "C", "C", "C", "C", "C", "C", "C", "O", "C", "C", "C", "C", "C", "C", "C", "O", "H", "H", "H", "H", "H", "H", "H", "H", "C", "C", "C", "C", "C", "C", "C", "O", "C", "C", "C", "C", "C", "C", "C", "O", "H", "H", "H", "H", "H", "H", "H", "H"],
  "positions_angstrom": [[2.92, 1.45, -1.82], [3.44, 2.69, -2.01], [4.60, 3.04, -1.13], [2.84, 3.76, -3.13], [1.76, 4.77, -2.36], [0.53, 4.31, -1.66], [-0.13, 2.83, -1.42], [-1.69, 2.93, -2.01], [-1.75, 3.48, -3.57], [-0.81, 2.28, -4.87], [-0.16, 5.69, -1.09], [-0.91, 5.78, 0.02], [0.29, 6.73, -2.04], [1.74, 6.41, -2.24], [2.73, 7.32, -2.33], [5.18, 3.70, -1.62], [2.38, 3.24, -4.08], [3.74, 4.47, -3.45], [-0.17, 2.51, -0.30], [0.38, 1.99, -2.09], [-2.36, 3.61, -1.32], [-2.18, 1.84, -2.02], [-2.89, 3.49, -3.87], [-1.35, 4.57, -3.71], [-6.96, 1.05, -10.69], [-6.81, 1.81, -9.53], [-5.68, 1.66, -8.74], [-4.69, 0.73, -9.09], [-4.85, -0.05, -10.24], [-5.98, 0.12, -11.05], [-3.84, -1.07, -10.60], [-3.98, -1.75, -11.61], [-2.67, -1.26, -9.72], [-1.74, -2.26, -10.02], [-0.62, -2.44, -9.20], [-0.42, -1.61, -8.10], [-1.36, -0.62, -7.79], [-2.49, -0.45, -8.60], [-3.49, 0.58, -8.25], [-3.32, 1.31, -7.28], [-7.84, 1.18, -11.32], [-7.58, 2.53, -9.25], [-5.57, 2.26, -7.83], [-6.11, -0.47, -11.95], [-1.88, -2.90, -10.89], [0.10, -3.22, -9.43], [0.45, -1.74, -7.46], [-1.20, 0.02, -6.92], [-3.02, 3.74, 3.84], [-4.13, 3.89, 4.66], [-5.26, 3.09, 4.45], [-5.27, 2.15, 3.41], [-4.16, 2.02, 2.58], [-3.03, 2.81, 2.80], [-4.18, 1.08, 1.45], [-3.21, 0.96, 0.71], [-5.40, 0.27, 1.20], [-5.45, -0.59, 0.10], [-6.59, -1.36, -0.13], [-7.68, -1.28, 0.74], [-7.63, -0.42, 1.84], [-6.49, 0.37, 2.06], [-6.46, 1.30, 3.21], [-7.42, 1.37, 3.97], [-2.13, 4.36, 4.01], [-4.13, 4.62, 5.47], [-6.13, 3.20, 5.10], [-2.15, 2.71, 2.16], [-4.61, -0.66, -0.59], [-6.63, -2.03, -0.99], [-8.56, -1.89, 0.57], [-8.48, -0.36, 2.52], [10.33, -3.05, 1.99], [10.54, -1.99, 1.10], [9.47, -1.18, 0.72], [8.19, -1.42, 1.23], [7.98, -2.49, 2.10], [9.06, -3.30, 2.48], [6.62, -2.79, 2.60], [6.44, -3.73, 3.36], [5.49, -1.95, 2.15], [4.19, -2.26, 2.57], [3.12, -1.47, 2.17], [3.34, -0.36, 1.36], [4.63, -0.05, 0.93], [5.71, -0.86, 1.32], [7.07, -0.54, 0.84], [7.26, 0.43, 0.12], [11.17, -3.68, 2.29], [11.53, -1.80, 0.70], [9.64, -0.35, 0.03], [8.90, -4.13, 3.17], [4.01, -3.13, 3.21], [2.11, -1.71, 2.49], [2.50, 0.27, 1.05], [4.80, 0.82, 0.29], [4.93, -4.47, 7.99], [5.14, -3.42, 7.10], [4.07, -2.60, 6.72], [2.79, -2.85, 7.23], [2.58, -3.92, 8.10], [3.66, -4.73, 8.48], [1.22, -4.22, 8.60], [1.04, -5.16, 9.36], [0.09, -3.38, 8.15], [-1.21, -3.69, 8.57], [-2.28, -2.89, 8.17], [-2.06, -1.78, 7.36], [-0.77, -1.47, 6.93], [0.31, -2.28, 7.32], [1.67, -1.97, 6.84], [1.86, -1.00, 6.12], [5.77, -5.10, 8.29], [6.13, -3.23, 6.70], [4.24, -1.78, 6.03], [3.50, -5.56, 9.17], [-1.39, -4.55, 9.21], [-3.29, -3.14, 8.49], [-2.90, -1.16, 7.05], [-0.60, -0.61, 6.29]],
  "mulliken_charge": [-0.518, 0.464, -0.418, -0.524, 0.199, 0.437, -0.240, -0.648, -0.482, -0.148, 0.298, -0.508, -0.254, 0.261, -0.534, 0.335, 0.247, 0.299, 0.196, 0.283, 0.323, 0.260, 0.389, 0.317, -0.446, -0.488, -0.507, 0.178, 0.178, -0.570, 0.595, -0.685, 0.461, -0.701, -0.365, -0.609, -0.269, 0.078, 0.502, -0.691, 0.390, 0.393, 0.453, 0.450, 0.454, 0.388, 0.410, 0.375, -0.778, -0.390, -0.679, 0.371, 0.259, -0.502, 0.534, -0.692, 0.234, -0.517, -0.525, -0.444, -0.587, 0.190, 0.590, -0.684, 0.436, 0.400, 0.465, 0.631, 0.447, 0.403, 0.391, 0.455, -0.489, -0.459, -0.488, 0.103, 0.109, -0.512, 0.533, -0.704, 0.506, -0.498, -0.622, -0.392, -0.830, 0.202, 0.487, -0.690, 0.390, 0.390, 0.441, 0.469, 0.510, 0.399, 0.562, 0.570, -0.531, -0.498, -0.543, 0.278, 0.285, -0.567, 0.561, -0.678, 0.190, -0.538, -0.497, -0.471, -0.621, 0.233, 0.525, -0.696, 0.397, 0.400, 0.515, 0.453, 0.454, 0.390, 0.437, 0.520]
}

=====

{
  "formula": "C17H52N10O9",
  "method": "wB97M-V/def2-TZVPD",
  "lumo_ev": -0.143,
  "smiles": "NC(N)=O.NC(N)=O.NC(N)=O.NC(N)=O.NC(N)=O.CC(C)O.CC(C)O.CC(C)O.CC(C)O",
  "largest_force_ev_per_a": 1.5,
  "relative_energy_kj_mol": 4.0,
  "homo_energy_ev": -8.756,
  "species": ["C", "C", "C", "O", "H", "H", "H", "H", "H", "H", "H", "H", "C", "C", "C", "O", "H", "H", "H", "H", "H", "H", "H", "H", "C", "C", "C", "O", "H", "H", "H", "H", "H", "H", "H", "H", "C", "C", "C", "O", "H", "H", "H", "H", "H", "H", "H", "H", "C", "O", "N", "N", "H", "H", "H", "H", "C", "O", "N", "N", "H", "H", "H", "H", "C", "O", "N", "N", "H", "H", "H", "H", "C", "O", "N", "N", "H", "H", "H", "H", "C", "O", "N", "N", "H", "H", "H", "H"],
  "positions_angstrom": [[-2.06, 3.30, 0.53], [-3.41, 2.59, 0.39], [-4.49, 3.36, 1.13], [-3.75, 2.51, -1.00], [-1.66, 3.26, 1.55], [-2.16, 4.36, 0.30], [-1.27, 2.82, -0.05], [-3.25, 1.56, 0.70], [-5.48, 3.09, 0.76], [-4.35, 4.43, 1.01], [-4.55, 3.08, 2.19], [-4.33, 3.24, -1.22], [-2.16, 1.60, 3.69], [-3.11, 0.62, 4.38], [-4.32, 0.40, 3.49], [-2.45, -0.65, 4.51], [-2.66, 2.56, 3.57], [-1.85, 1.20, 2.73], [-1.27, 1.79, 4.30], [-3.37, 0.93, 5.40], [-5.01, -0.31, 3.94], [-3.96, -0.05, 2.56], [-4.87, 1.31, 3.28], [-1.64, -0.49, 5.00], [-3.71, -3.58, 1.84], [-2.95, -3.28, 0.56], [-1.65, -2.55, 0.82], [-2.72, -4.54, -0.12], [-3.93, -2.68, 2.39], [-2.98, -4.16, 2.42], [-4.57, -4.22, 1.64], [-3.56, -2.73, -0.17], [-1.02, -3.04, 1.55], [-1.89, -1.54, 1.18], [-1.12, -2.36, -0.12], [-2.20, -4.34, -0.90], [0.15, 5.10, -4.81], [-0.28, 3.87, -4.01], [-1.13, 2.96, -4.86], [0.92, 3.20, -3.62], [0.78, 4.75, -5.63], [0.85, 5.73, -4.26], [-0.71, 5.64, -5.21], [-0.84, 4.24, -3.14], [-2.07, 3.42, -5.20], [-1.50, 2.12, -4.27], [-0.61, 2.60, -5.75], [0.68, 2.63, -2.88], [0.99, -1.51, 3.73], [0.92, -0.88, 2.67], [2.05, -1.40, 4.58], [0.02, -2.41, 4.07], [2.09, -1.99, 5.39], [2.72, -0.71, 4.31], [0.08, -2.88, 4.95], [-0.83, -2.29, 3.54], [4.38, -3.68, 0.82], [4.88, -2.58, 0.81], [4.84, -4.77, 0.13], [3.22, -3.97, 1.54], [5.67, -4.71, -0.42], [4.39, -5.67, 0.14], [2.87, -4.91, 1.48], [2.58, -3.25, 1.83], [2.70, -0.47, -4.51], [3.73, -0.96, -4.97], [2.21, 0.71, -4.97], [1.97, -1.10, -3.55], [1.44, 1.20, -4.54], [2.48, 1.02, -5.88], [1.28, -0.61, -2.99], [2.29, -1.99, -3.22], [0.83, 0.43, -0.80], [0.59, 0.97, -1.88], [-0.04, 0.46, 0.25], [1.96, -0.30, -0.54], [0.29, 0.02, 1.09], [-0.95, 0.86, 0.17], [1.94, -0.79, 0.33], [2.47, -0.64, -1.34], [6.21, -0.31, -1.94], [6.90, 0.38, -2.67], [5.04, -0.92, -2.31], [6.55, -0.53, -0.62], [4.68, -1.61, -1.68], [4.75, -1.00, -3.28], [7.37, -0.04, -0.32], [5.90, -0.95, 0.02]],
  "mulliken_charge": [-1.239, 1.561, -1.557, -0.567, 0.206, 0.451, 0.125, -0.444, 0.451, 0.394, 0.243, 0.316, -0.964, 0.434, -1.135, -0.518, 0.423, 0.004, 0.467, 0.258, 0.371, 0.053, 0.359, 0.292, -1.216, 0.399, -0.479, -0.591, 0.230, 0.329, 0.369, 0.291, 0.094, -0.116, 0.337, 0.322, -1.566, 0.953, -1.278, -0.509, 0.343, 0.365, 0.389, 0.120, 0.455, 0.260, 0.301, 0.314, 0.642, -0.749, -0.465, -0.343, 0.149, 0.257, 0.177, 0.121, 0.625, -0.681, -0.391, -0.368, 0.231, 0.151, 0.158, 0.179, 0.491, -0.789, -0.220, -0.337, 0.172, 0.224, 0.132, 0.239, 0.828, -0.926, 0.230, -0.181, 0.102, -0.094, 0.028, 0.219, 0.507, -0.680, -0.122, -0.312, 0.046, 0.175, 0.204, 0.270]
}

=====

{
  "formula": "C5H8N",
  "method": "wB97M-V/def2-TZVPD",
  "lumo_ev": -4.152,
  "largest_force_ev_per_a": 6.1,
  "relative_energy_kj_mol": 517.9,
  "charge": 1,
  "homo_energy_ev": -14.652,
  "species": ["C", "C", "C", "C", "C", "N", "H", "H", "H", "H", "H", "H", "H", "H"],
  "positions_angstrom": [[1.77, -0.63, 0.24], [0.76, -1.16, -0.45], [0.42, 1.38, -0.44], [1.01, 0.57, 0.68], [-1.93, -0.36, 0.12], [-0.09, 0.06, -0.20], [2.75, -1.14, 0.38], [0.26, -1.89, -1.02], [-0.25, 2.10, -0.14], [1.08, 1.44, -1.40], [0.74, 0.91, 1.63], [-2.11, -0.20, 1.13], [-2.46, 0.30, -0.55], [-1.95, -1.38, 0.01]],
  "mulliken_charge": [-0.481, -0.179, -0.422, -0.147, -0.555, 0.044, 0.382, 0.452, 0.355, 0.257, 0.329, 0.332, 0.293, 0.342]
}